# C52H43BrIN11O6Sr

A molecular structure, C52H43BrIN11O6Sr (wB97M-V/def2-TZVPD, OMol25).

## Properties
- LUMO level (eV) = 3.58
- charge = -2
- M (g mol⁻¹) = 1212.41
- HOMO energy (eV) = -3.148
- electronic energy (Eh) = -5963.7379
- ΔE to the lowest compared entry with this formula, charge and spin (eV) = 1.305

The geometry in XYZ format:
```
115
Properties=species:S:1:pos:R:3:forces:R:3
Sr -0.5613 -0.2224 -1.3299 0.001 1.844 1.724
O -4.5663 5.6537 0.6584 0.157 -0.084 0.055
C -3.8810 6.2494 1.6402 -0.322 -0.200 0.112
O -4.3135 7.2243 2.2104 0.072 0.100 -0.085
C -2.6136 5.5574 2.0046 0.104 0.039 0.172
C -1.7446 5.1126 1.0155 0.042 0.016 -0.070
C -0.6882 4.2882 1.3357 -0.003 -0.064 0.230
C -0.5487 3.8262 2.6437 -0.005 0.068 0.058
C -1.3451 4.3542 3.6545 -0.024 0.006 -0.013
C -2.3685 5.2333 3.3330 -0.021 -0.004 -0.077
N 0.3554 2.7605 2.8574 -0.144 -0.326 0.087
C -0.1312 1.7262 3.4122 0.322 0.000 -0.485
C 0.6738 0.4680 3.5065 0.133 -0.031 -0.014
C 0.6001 -0.3239 4.6505 0.008 0.133 -0.165
C 1.3731 -1.4684 4.7201 0.125 0.069 0.060
C 2.1596 -1.8167 3.6353 0.024 -0.031 0.094
C 2.1442 -0.9927 2.5219 -0.103 0.219 -0.052
N 1.4370 0.1316 2.4556 -0.312 0.090 0.253
H -4.2339 4.7181 0.4955 -0.119 0.096 -0.125
H -1.9264 5.3724 -0.0207 0.015 0.010 0.014
H -0.0456 3.8908 0.5704 0.153 -0.082 -0.157
H -1.1952 4.0284 4.6777 -0.011 0.010 -0.026
H -3.0346 5.6101 4.0988 0.001 0.008 -0.005
H -1.1695 1.6745 3.7532 0.048 -0.017 0.006
H -0.0606 -0.0424 5.4595 -0.009 0.012 0.020
H 1.3453 -2.0933 5.6042 0.024 0.034 0.002
H 2.7584 -2.7178 3.6375 -0.004 -0.010 -0.004
H 2.7217 -1.2428 1.6369 -0.013 0.027 -0.015
C 1.2356 -5.4779 -0.3252 -0.002 -0.023 -0.016
C -0.2531 -5.6975 -0.5877 -0.018 0.021 -0.006
C -0.6393 -7.1606 -0.5416 0.013 0.013 -0.010
O -0.6066 -5.1729 -1.8538 0.020 -0.018 -0.040
C -0.9984 -3.7979 -1.6852 0.031 -0.024 0.156
C -1.0527 -3.6362 -0.1517 0.007 -0.041 0.022
O -1.0483 -4.9906 0.3300 0.026 0.027 0.022
C -2.1880 -2.7694 0.4353 0.082 0.102 0.096
O -1.8474 -1.4699 0.1830 -0.061 0.021 -0.317
C -2.2501 -2.9853 1.9669 0.024 -0.120 0.025
C -1.0732 -3.1251 2.7029 -0.010 0.028 0.015
C -1.0993 -3.2886 4.0780 -0.032 -0.097 0.017
C -2.3068 -3.2880 4.7653 -0.004 0.000 -0.015
C -3.4826 -3.1180 4.0522 -0.002 0.016 0.000
C -3.4509 -2.9779 2.6694 0.015 0.009 0.015
C -3.5627 -3.1074 -0.1670 -0.008 -0.021 0.023
C -3.9834 -4.4100 -0.4247 -0.038 -0.013 0.012
C -5.2389 -4.6544 -0.9671 0.016 0.006 0.007
C -6.1012 -3.6014 -1.2418 -0.015 0.010 -0.002
C -5.6959 -2.3009 -0.9709 -0.003 -0.003 -0.010
C -4.4357 -2.0575 -0.4414 0.013 -0.022 -0.018
C -0.0165 -2.7776 -2.4144 -0.091 -0.590 -0.376
O 0.7875 -2.0869 -1.5527 0.139 -0.262 -0.273
C 0.8182 -3.6048 -3.4220 0.071 -0.061 0.115
C 0.2319 -4.3067 -4.4727 -0.011 0.008 -0.010
C 1.0053 -5.0342 -5.3598 0.001 -0.001 0.008
C 2.3892 -5.0721 -5.2116 0.003 0.002 -0.008
C 2.9790 -4.3744 -4.1698 0.004 0.002 0.008
C 2.1948 -3.6450 -3.2804 -0.014 0.003 -0.007
C -0.8625 -1.8032 -3.3190 0.055 -0.472 -0.806
C -2.2020 -1.4728 -3.1353 -0.388 -0.187 -0.165
C -2.8389 -0.5245 -3.9382 0.041 -0.122 0.033
C -2.1527 0.0976 -4.9653 0.015 0.029 0.005
C -0.8116 -0.2083 -5.1563 -0.025 0.028 -0.002
C -0.1806 -1.1276 -4.3363 0.083 -0.013 -0.082
H 1.8197 -6.0138 -1.0754 0.003 0.004 0.000
H 1.4982 -5.8448 0.6695 -0.005 0.011 0.007
H 1.4821 -4.4180 -0.4029 -0.005 0.002 0.001
H -0.0905 -7.7132 -1.3048 -0.004 0.003 -0.006
H -1.7087 -7.2544 -0.7280 0.003 -0.003 -0.003
H -0.4047 -7.5767 0.4388 -0.008 0.003 0.002
H -1.9932 -3.7326 -2.1218 0.002 0.003 -0.029
H -0.1338 -3.1330 0.1514 0.003 -0.003 -0.027
H -0.1165 -3.1076 2.1968 -0.011 -0.016 -0.019
H -0.1672 -3.4191 4.6174 -0.163 -0.058 -0.064
H -2.3275 -3.4137 5.8419 -0.004 -0.001 0.006
H -4.4355 -3.0965 4.5686 0.004 -0.004 0.004
H -4.3834 -2.8550 2.1351 -0.013 -0.003 -0.012
H -3.3173 -5.2333 -0.2021 0.002 -0.003 0.002
H -5.5438 -5.6736 -1.1774 0.000 0.000 0.002
H -7.0809 -3.7926 -1.6645 0.002 -0.001 0.000
H -6.3621 -1.4702 -1.1736 0.002 0.001 -0.003
H -4.0892 -1.0518 -0.2319 -0.008 0.007 0.009
H -0.8458 -4.2820 -4.5933 -0.001 0.003 -0.002
H 0.5309 -5.5743 -6.1713 0.004 -0.002 0.000
H 2.9984 -5.6370 -5.9079 -0.004 -0.001 -0.001
H 4.0565 -4.3912 -4.0486 0.000 0.001 0.000
H 2.6257 -3.0821 -2.4621 0.005 0.007 -0.001
H -2.7665 -1.8982 -2.3174 -0.040 -0.114 0.011
H -3.8747 -0.2757 -3.7407 0.010 0.003 0.029
H -2.6319 0.8549 -5.5713 0.010 0.001 0.004
H -0.2441 0.3124 -5.9154 -0.008 0.000 0.005
H 0.8750 -1.3236 -4.4830 -0.006 -0.028 0.024
N -2.8346 2.8726 -1.9679 -0.059 0.013 -0.030
C -1.8100 2.7805 -2.8903 0.100 0.064 0.035
N -1.9088 3.3551 -4.0835 -0.009 0.029 -0.034
N -0.7424 3.0574 -4.6828 -0.001 0.049 -0.042
N -0.0080 2.3489 -3.8970 -0.013 0.010 0.091
N -0.6558 2.1425 -2.7204 -0.036 -0.190 -0.103
C -2.7869 2.5425 -0.6275 0.116 -0.020 -0.016
N -3.7183 2.9923 0.2073 0.010 0.119 0.110
N -3.3933 2.4276 1.3916 -0.025 -0.070 0.137
N -2.3461 1.6975 1.2573 0.042 0.084 0.063
N -1.9030 1.7507 -0.0236 -0.351 -0.092 -0.312
H -3.5777 3.5010 -2.2260 0.045 -0.037 0.010
Br 5.5681 2.4037 0.3680 0.062 0.010 0.033
C 4.8356 2.5704 -1.3735 -0.028 -0.030 -0.050
C 5.6838 3.0015 -2.3850 0.022 0.000 0.042
C 5.2014 3.1416 -3.6756 0.001 -0.005 -0.016
C 3.8735 2.8503 -3.9506 -0.006 -0.002 0.017
C 3.0291 2.4169 -2.9405 0.079 0.099 -0.027
C 3.5043 2.2759 -1.6406 -0.313 -0.131 0.053
I 2.1728 1.6272 -0.1477 0.531 0.175 0.091
H 6.7156 3.2252 -2.1500 0.001 0.001 -0.003
H 5.8656 3.4819 -4.4604 0.003 -0.001 0.001
H 3.4745 2.9645 -4.9504 0.001 -0.004 -0.001
H 1.9893 2.2243 -3.1766 -0.016 -0.047 0.000
```
Forces are in eV/Å.